Entry 1:
121
Properties=species:S:1:pos:R:3:lowdin_spin:R:1 method="wB97M-V/def2-TZVPD" charge=+2 energy_ev=-120555.0314 lumo_energy_ev="-6.7 / -6.4" spin_multiplicity=2 homo_energy_ev="-11.902 / -12.074"
V -0.17563 -0.20252 0.87986 1.222
C 2.07303 -0.11898 -1.99835 0.000
N 0.95674 -0.95481 -1.55467 0.008
C 1.37614 -2.30701 -1.15740 0.004
C 1.17872 -2.36955 1.56795 0.010
C 1.35354 -3.86449 1.97502 -0.006
C 0.30880 -4.39937 2.88536 -0.009
C -0.68108 -3.61559 3.33071 0.001
C -0.77080 -2.24726 2.90665 -0.004
N 0.06952 -1.64170 2.13827 0.009
C -0.01684 -1.08379 -2.65390 0.001
C -0.72922 0.16416 -3.11176 0.000
C -0.57613 0.61880 -4.41780 0.000
C -1.41761 1.61131 -4.89096 0.000
C -2.39734 2.10332 -4.04514 0.000
C -2.43370 1.63146 -2.74395 0.000
N -1.61343 0.70031 -2.27491 0.001
C 2.11260 1.27741 -1.43352 0.000
C 3.25495 2.03922 -1.69372 0.001
C 3.28090 3.36989 -1.33198 0.001
C 2.14546 3.90634 -0.73799 0.001
C 1.08306 3.06403 -0.48034 0.004
N 1.05751 1.76715 -0.79456 0.003
H 3.03710 -0.59595 -1.79030 0.000
H 2.02534 0.01017 -3.08929 0.000
H 1.10934 -3.03261 -1.94022 0.000
H 2.46171 -2.36017 -1.06190 0.000
H 2.33434 -4.10995 2.38702 0.000
H 0.37683 -5.43900 3.16281 -0.001
H -1.44564 -3.98198 3.99614 0.000
H -1.62411 -1.66786 3.24573 0.000
H 0.48651 -1.53004 -3.52698 0.000
H -0.79754 -1.77932 -2.33758 0.000
H 0.16589 0.18352 -5.06956 0.000
H -1.33204 1.96141 -5.90872 0.000
H -3.11777 2.82701 -4.39051 0.000
H -3.18494 1.99010 -2.05118 0.000
H 4.09961 1.58649 -2.19169 0.000
H 4.14976 3.97942 -1.52726 0.000
H 2.08821 4.95031 -0.47880 0.000
H 0.19420 3.46073 -0.01370 0.001
C 2.61547 -1.51488 3.25786 0.009
N 2.35715 -1.51881 1.81426 0.001
C 3.59867 -1.86999 1.12399 0.000
C 0.73529 -2.83985 0.13070 0.006
C 1.20421 -4.27808 0.48740 -0.012
C 0.27157 -5.40275 0.20881 -0.094
C -1.02382 -5.17031 -0.01594 0.003
C -1.55748 -3.83970 -0.01138 -0.133
C -0.78558 -2.72010 0.02717 0.029
N -1.24602 -1.44297 0.08774 -0.173
C -2.54172 -1.10865 -0.20798 -0.004
C -3.37109 -1.74969 -1.14053 -0.031
C -4.69908 -1.39461 -1.25331 0.004
C -5.23085 -0.39702 -0.45203 -0.034
C -4.39899 0.32127 0.38904 0.004
C -3.05669 -0.00601 0.49266 -0.030
N -2.10626 0.77122 1.27226 -0.008
C -1.93603 2.07236 0.61707 0.004
C -2.58983 0.99149 2.63995 0.003
H 3.04651 -2.45968 3.60930 0.000
H 3.31252 -0.70680 3.47600 0.002
H 1.68818 -1.33368 3.80114 0.003
H 3.70917 -2.94376 0.94382 0.000
H 3.67189 -1.32881 0.18313 0.000
H 4.44009 -1.55066 1.73783 0.000
H 2.18245 -4.49555 0.05040 -0.002
H 0.68005 -6.39932 0.23712 -0.005
H -1.71015 -5.98418 -0.18712 0.002
H -2.63233 -3.74204 -0.01619 -0.006
H -2.96305 -2.51050 -1.79104 -0.001
H -5.32728 -1.90406 -1.96538 0.001
H -6.28165 -0.16504 -0.50201 -0.002
H -4.82019 1.13748 0.95407 0.001
H -2.89243 2.59185 0.49327 0.000
H -1.28548 2.69820 1.23558 0.004
H -1.48756 1.90269 -0.36433 0.000
H -3.52632 1.55739 2.64147 0.000
H -2.76849 0.03740 3.13793 0.000
H -1.84335 1.56422 3.19972 0.001
C 3.71534 0.58989 6.30419 0.001
Si 3.56745 2.24428 5.34856 0.004
C 4.71705 2.30005 3.82127 0.001
C 3.99932 3.64098 6.56794 0.000
Si 1.22989 2.57207 4.64811 0.017
Te 1.00206 1.35065 2.39227 0.167
Si 0.95435 4.93887 4.06330 0.009
C 1.07964 5.98113 5.65012 0.002
C 2.33029 5.37419 2.81405 0.001
C -0.75197 5.18752 3.22873 0.001
Si -0.38441 1.79560 6.31126 0.000
C -2.13845 2.54752 6.13743 0.000
C -0.46257 -0.11188 6.14238 0.001
C 0.32254 2.34954 7.98738 0.000
H 4.66427 0.53274 6.83186 0.000
H 3.64953 -0.28786 5.66983 0.000
H 2.93241 0.50679 7.05164 0.000
H 5.70904 1.92504 4.05275 0.000
H 4.83768 3.31478 3.45873 0.000
H 4.32235 1.71187 2.99672 0.000
H 4.95372 3.44996 7.04881 0.000
H 3.25787 3.72844 7.35403 0.000
H 4.07903 4.60409 6.07779 0.000
H 2.02649 5.83393 6.15673 0.000
H 0.29148 5.74374 6.35650 0.000
H 0.99959 7.03982 5.42065 0.000
H 3.29040 5.48891 3.30434 0.000
H 2.11837 6.30670 2.29983 0.000
H 2.43410 4.59186 2.06672 0.001
H -1.55615 4.75071 3.81140 0.000
H -0.77547 4.73890 2.23953 0.001
H -0.97797 6.24302 3.10759 0.000
H -2.69222 2.16220 5.28751 0.000
H -2.09125 3.62802 6.04371 0.000
H -2.72630 2.33111 7.02593 0.000
H -0.61231 -0.41007 5.10683 0.000
H -1.26610 -0.54297 6.73062 0.000
H 0.46209 -0.56719 6.48131 0.000
H 0.43724 3.42776 8.02341 0.000
H 1.29226 1.91143 8.19470 0.000
H -0.34002 2.06987 8.80043 0.000

---

Entry 2:
19
Properties=species:S:1:pos:R:3:nbo_charge:R:1 method="wB97M-V/def2-TZVPD" relative_energy_kj_mol=73.9 energy_ev=-5411.2837 lumo_energy_ev=1.1 homo_energy_ev=-11.054
C -2.75947 0.41230 0.19954 -0.612
C -1.79841 -0.45902 1.04077 -0.404
C -0.97621 -1.37922 0.10232 -0.613
H -3.80278 0.09488 0.15814 0.207
H -2.45032 0.44754 -0.82889 0.198
H -2.76858 1.46608 0.50787 0.205
H -1.17781 0.18703 1.66530 0.196
H -2.33603 -1.03688 1.78719 0.201
H 0.03606 -1.34924 0.51598 0.205
H -1.28508 -2.40905 0.31459 0.208
H -0.96229 -1.13103 -0.94533 0.209
C 1.89762 0.31030 -0.85598 -0.608
C 3.14133 1.01957 -0.35348 -0.610
H 2.21114 -0.36322 -1.66248 0.209
H 1.59357 -0.34321 -0.03721 0.197
H 1.03822 0.97024 -1.00602 0.206
H 3.58685 1.63563 -1.14369 0.201
H 3.06064 1.72109 0.46898 0.202
H 3.75155 0.20621 0.07242 0.203

---

Entry 3:
71
Properties=species:S:1:pos:R:3:lowdin_spin:R:1 method="wB97M-V/def2-TZVPD" relative_energy_kj_mol=26.2 energy_ev=-108886.7921 lumo_energy_ev="0.3 / 0.3" spin_multiplicity=5 homo_energy_ev="-7.141 / -7.487"
Cr -0.66701 0.33801 1.18066 3.727
Cl 3.87327 3.40716 5.95098 0.002
C 3.05991 2.69936 4.58626 0.006
C 1.79247 2.17414 4.74517 -0.001
C 1.17864 1.62326 3.63706 0.008
Cl -0.42780 0.92725 3.79519 0.014
C 1.75085 1.56259 2.35577 0.005
O 1.15269 1.04721 1.32733 0.043
C 3.04873 2.11094 2.26510 0.003
Cl 3.83094 2.06258 0.72372 0.001
C 3.69207 2.66876 3.35101 -0.001
H 1.29689 2.19364 5.70516 0.000
H 4.68516 3.07902 3.23595 0.000
C -0.68071 3.55786 -2.86842 0.000
C -0.07058 2.88075 -1.64016 0.000
C 0.69006 3.89090 -0.77753 0.000
C 0.82915 1.72220 -2.02435 -0.001
C 1.95185 1.98528 -2.80036 0.001
C 2.81616 0.97182 -3.17020 -0.002
C 2.55668 -0.32053 -2.75230 0.000
C 1.44392 -0.62971 -1.97328 -0.001
C 1.32196 -2.07309 -1.51173 0.000
C 1.85956 -2.20443 -0.08664 0.004
C -0.05381 -2.72467 -1.65041 0.000
C 0.56942 0.40590 -1.60890 0.007
N -0.59085 0.14525 -0.81569 0.009
C -1.77132 0.06109 -1.48901 0.004
C -1.94337 0.01115 -2.88818 0.005
C -3.20127 -0.09631 -3.45909 0.000
C -4.35703 -0.15728 -2.68940 0.009
C -4.23431 -0.10026 -1.30500 0.000
C -2.97578 0.00479 -0.77795 0.008
F -2.85011 0.06936 0.62173 0.029
H -1.36618 4.35239 -2.56525 0.000
H -1.23634 2.84228 -3.47637 0.000
H 0.09150 4.00770 -3.49637 0.000
H -0.89293 2.47766 -1.04699 0.001
H 1.53359 4.31330 -1.32681 0.000
H 1.09002 3.41201 0.11790 0.000
H 0.03834 4.71592 -0.48167 0.000
H 2.15349 3.00145 -3.11859 0.000
H 3.68711 1.18674 -3.77639 0.000
H 3.23404 -1.12008 -3.03124 0.000
H 1.99722 -2.63732 -2.16250 0.000
H 1.30707 -1.54915 0.58559 0.003
H 2.90860 -1.90768 -0.03760 0.000
H 1.76616 -3.23215 0.27473 0.000
H -0.74809 -2.35475 -0.89812 0.000
H 0.04546 -3.80535 -1.51944 0.000
H -0.48900 -2.54046 -2.63385 0.000
H -1.06233 0.05647 -3.51496 0.000
H -3.28002 -0.13305 -4.53849 0.000
H -5.33198 -0.23616 -3.14813 0.001
H -5.09389 -0.12082 -0.64740 0.000
O -1.45419 3.87012 1.77120 0.012
C -1.58180 2.79931 1.45861 0.046
C -2.82271 -4.87815 0.93390 0.001
C -1.91031 -3.86018 1.52582 0.006
C -0.77052 -3.97919 2.28995 0.001
C -0.32264 -2.66497 2.51457 0.009
N -1.14063 -1.79399 1.93370 0.031
N -2.10245 -2.54244 1.34832 0.004
C 0.88318 -2.22285 3.27578 0.003
H -2.48345 -5.87739 1.19585 0.000
H -2.83860 -4.79682 -0.15408 0.000
H -3.84317 -4.75815 1.29956 0.000
H -0.31044 -4.89070 2.63113 0.000
H -2.81915 -2.09141 0.80556 0.000
H 1.64156 -3.00421 3.26083 0.000
H 0.63208 -2.01113 4.31641 0.000
H 1.31501 -1.32079 2.84233 0.001

---

Entry 4:
54
Properties=species:S:1:pos:R:3:lowdin_spin:R:1 method="wB97M-V/def2-TZVPD" relative_energy_kj_mol=114.6 energy_ev=-105890.9187 lumo_energy_ev="0.4 / 0.3" spin_multiplicity=5 homo_energy_ev="-7.692 / -7.311"
Cr -0.07365 -0.75514 -0.45912 3.899
F -4.73280 -2.03308 -0.83962 0.000
C -4.64288 -1.45698 0.36490 0.001
F -4.80194 -2.39048 1.29565 0.000
F -5.60700 -0.55155 0.47763 0.001
S -2.99135 -0.66969 0.58708 0.008
O -2.07690 -1.76651 0.27986 0.026
O -2.99975 -0.12982 1.90804 0.001
N -2.92590 0.33214 -0.61651 0.010
S -2.88365 1.91655 -0.57101 0.003
O -2.53040 2.37680 -1.87582 0.001
O -2.20239 2.44474 0.57829 0.002
C -4.63988 2.42822 -0.34127 0.000
F -4.72271 3.75101 -0.44483 0.000
F -5.08047 2.05390 0.85727 0.000
F -5.40898 1.87097 -1.27513 0.000
C 1.21179 -0.07110 3.54873 0.002
C 0.26846 0.41193 2.49225 0.011
N -0.41503 1.52784 2.70606 0.008
O 0.10815 -0.24300 1.45106 0.037
H 1.48246 0.71773 4.24742 0.000
H 2.10832 -0.45752 3.06791 0.000
H 0.72632 -0.88280 4.09323 0.000
H -0.30228 2.03800 3.56286 0.000
H -1.11190 1.82349 2.02976 0.000
C 2.99571 -0.09431 -2.45808 -0.008
Si 2.40114 -0.90286 -0.85301 -0.031
C 3.07945 -2.67184 -0.87574 -0.013
C 3.31410 0.00086 0.55091 -0.008
C 4.23131 -0.62464 1.39779 -0.004
C 4.84991 0.06239 2.43780 0.000
C 4.56812 1.40331 2.65079 -0.003
C 3.66432 2.05177 1.81677 0.000
C 3.04728 1.35405 0.78896 -0.002
H 4.07618 -0.20618 -2.58212 -0.002
H 2.76196 0.97237 -2.47267 0.000
H 2.50221 -0.54908 -3.32037 0.000
H 4.16425 -2.68640 -1.01715 -0.003
H 2.63216 -3.23095 -1.70106 0.000
H 2.84859 -3.21079 0.04597 0.000
H 4.47190 -1.67130 1.24816 0.000
H 5.55726 -0.45033 3.07852 0.000
H 5.05257 1.94237 3.45543 0.000
H 3.44276 3.10181 1.96841 0.000
H 2.33333 1.87539 0.15611 0.001
C -1.84191 -0.23235 -4.30145 0.000
C -1.57502 -1.06251 -3.08824 0.014
N -2.43794 -2.02384 -2.76606 0.009
O -0.55979 -0.83964 -2.40746 0.034
H -2.67230 -0.60585 -4.89653 0.000
H -0.93768 -0.19025 -4.90553 0.000
H -2.06147 0.77887 -3.95310 0.001
H -3.30616 -2.11425 -3.26273 0.000
H -2.35787 -2.46145 -1.85901 0.001

---

Please write out number 2 again, unchanged.
19
Properties=species:S:1:pos:R:3:nbo_charge:R:1 method="wB97M-V/def2-TZVPD" relative_energy_kj_mol=73.9 energy_ev=-5411.2837 lumo_energy_ev=1.1 homo_energy_ev=-11.054
C -2.75947 0.41230 0.19954 -0.612
C -1.79841 -0.45902 1.04077 -0.404
C -0.97621 -1.37922 0.10232 -0.613
H -3.80278 0.09488 0.15814 0.207
H -2.45032 0.44754 -0.82889 0.198
H -2.76858 1.46608 0.50787 0.205
H -1.17781 0.18703 1.66530 0.196
H -2.33603 -1.03688 1.78719 0.201
H 0.03606 -1.34924 0.51598 0.205
H -1.28508 -2.40905 0.31459 0.208
H -0.96229 -1.13103 -0.94533 0.209
C 1.89762 0.31030 -0.85598 -0.608
C 3.14133 1.01957 -0.35348 -0.610
H 2.21114 -0.36322 -1.66248 0.209
H 1.59357 -0.34321 -0.03721 0.197
H 1.03822 0.97024 -1.00602 0.206
H 3.58685 1.63563 -1.14369 0.201
H 3.06064 1.72109 0.46898 0.202
H 3.75155 0.20621 0.07242 0.203